C17H18F10N7ReSe as an isolated structure in a non-equilibrium geometry, computed with ωB97M-V with the def2-TZVPD basis set.

Geometry as ORCA input:
```
! wB97M-V def2-TZVPD RIJCOSX def2/J DEFGRID3
* xyz 1 4
C -11.932 2.270 -14.168
H -9.267 -0.256 -12.115
C -7.705 -2.116 -11.741
C -8.169 -2.769 -10.607
H -10.005 -0.461 -16.455
C -11.339 -1.604 -13.635
N -8.470 -0.719 -14.585
C -5.959 -2.451 -15.898
C -7.727 -2.489 -9.333
N -11.964 -0.646 -13.641
H -12.320 3.310 -14.176
H -12.203 0.421 -16.773
N -4.327 -7.759 -13.723
N -4.888 -5.960 -15.055
H -11.202 0.832 -18.141
C -6.702 -1.209 -11.549
H -11.639 2.076 -16.965
F -5.112 -0.090 -10.143
H -3.729 -8.141 -14.411
Se -10.353 -3.151 -13.565
F -4.999 -3.195 -16.440
H -9.248 1.114 -16.970
F -9.130 -3.728 -10.745
F -5.886 -1.272 -16.510
H -10.447 2.968 -15.515
H -11.963 1.894 -13.128
F -5.986 -1.700 -8.026
C -5.155 -6.778 -13.997
F -6.207 -0.475 -12.589
H -4.069 -6.187 -15.571
H -10.024 1.365 -12.483
H -4.475 -8.241 -12.860
C -6.610 -1.685 -9.204
N -7.372 -4.458 -13.381
C -9.239 0.665 -12.711
H -9.849 2.759 -13.910
C -9.224 0.304 -14.159
C -10.053 0.640 -16.400
N -9.948 1.007 -15.002
Re -8.026 -2.588 -13.827
C -6.816 -5.463 -13.314
C -7.378 -3.033 -15.900
F -7.964 -2.615 -17.039
H -12.534 1.692 -14.824
C -11.344 1.028 -17.069
F -7.274 -4.417 -16.033
F -5.643 -2.314 -14.566
C -10.528 2.335 -14.630
C -6.118 -0.951 -10.297
H -5.599 -5.478 -15.570
F -8.280 -3.106 -8.297
H -8.236 1.103 -12.485
N -6.212 -6.554 -13.200
H -8.412 -0.668 -15.577
*
```

Values from the calculation:
Orbital gap (alpha / beta) ... 7.39 / 7.12 eV
Energy above the lowest of the compared OMol25 structures with the same formula, charge and spin ... 34.0 kJ/mol